{
  "formula": "C15H24BrNO3",
  "method": "the ωB97M-V functional and the def2-TZVPD basis",
  "elements": ["Br", "O", "O", "O", "N", "C", "C", "C", "C", "C", "C", "C", "C", "C", "C", "C", "C", "C", "C", "C", "H", "H", "H", "H", "H", "H", "H", "H", "H", "H", "H", "H", "H", "H", "H", "H", "H", "H", "H", "H", "H", "H", "H", "H"],
  "xyz": [[-1.590, 1.853, 1.329], [-2.115, -2.983, 0.163], [3.949, 0.783, 0.665], [-2.693, 0.091, -0.703], [1.476, -2.750, 0.841], [3.343, -1.479, -0.108], [3.007, -0.264, 0.764], [0.187, -3.394, 0.665], [-0.914, -2.340, 0.537], [0.389, 0.607, -2.673], [5.177, 0.520, 1.296], [1.071, 1.486, -1.845], [-0.863, 0.115, -2.339], [-3.252, -1.157, -1.065], [-0.775, 1.370, -0.315], [2.096, -2.309, -0.396], [2.430, 2.008, -2.187], [-3.239, -2.139, 0.124], [-1.468, 0.480, -1.142], [0.461, 1.873, -0.655], [2.361, -3.156, -1.055], [0.150, -4.037, -0.229], [3.128, 1.787, -1.380], [-4.094, -2.813, 0.038], [-0.615, -1.606, -0.221], [-2.732, -1.616, -1.909], [2.887, -0.575, 1.809], [2.064, 0.170, 0.424], [4.093, -2.103, 0.384], [2.399, 3.090, -2.312], [3.758, -1.126, -1.055], [0.965, 2.555, 0.013], [-1.364, -0.554, -3.022], [5.028, 0.236, 2.345], [-4.288, -0.955, -1.351], [5.736, -0.276, 0.790], [-1.040, -1.811, 1.492], [1.378, -1.685, -0.934], [-0.025, -4.015, 1.536], [2.797, 1.563, -3.108], [0.837, 0.296, -3.605], [2.112, -3.376, 1.323], [-3.325, -1.559, 1.054], [5.752, 1.443, 1.250]],
  "homo_lumo_gap_ha": 0.3418,
  "homo_energy_ev": -8.4,
  "total_charge": 0,
  "de_lowest_ev": 0.052,
  "fmax_ev_per_a": 0.63,
  "smiles": "COCCCNCCOCCOc1ccc(C)cc1Br"
}

---

{
  "formula": "C4H5NO",
  "method": "the ωB97M-V functional and the def2-TZVPD basis",
  "elements": ["O", "N", "C", "C", "C", "C", "H", "H", "H", "H", "H"],
  "xyz": [[-0.793, 0.740, 0.030], [-0.137, 0.124, -2.083], [-0.378, 0.359, 1.368], [-0.025, 0.011, -0.770], [0.939, -0.904, -0.208], [0.697, -0.660, 1.104], [1.215, -1.138, 1.933], [-0.751, 0.730, -2.603], [0.521, -0.492, -2.538], [-1.258, -0.033, 1.890], [-0.031, 1.264, 1.877]],
  "homo_lumo_gap_ha": 0.3162,
  "homo_energy_ev": -7.8,
  "total_charge": 0,
  "de_lowest_ev": 2.561,
  "fmax_ev_per_a": 0.53,
  "smiles": "NC1=C=CCO1"
}

---

{
  "formula": "C4H12N2O2S",
  "method": "the ωB97M-V functional and the def2-TZVPD basis",
  "elements": ["S", "O", "O", "N", "N", "C", "C", "C", "C", "H", "H", "H", "H", "H", "H", "H", "H", "H", "H", "H", "H"],
  "xyz": [[-2.448, -0.022, -0.270], [-3.107, -1.256, 0.102], [-3.128, 0.793, -1.217], [-2.312, 0.925, 1.081], [-0.974, -0.427, -0.715], [2.140, 0.091, 0.112], [1.731, 1.440, -0.327], [-0.150, -1.342, 0.122], [1.370, -1.201, -0.388], [-0.538, -2.375, 0.052], [2.166, -0.106, 1.187], [-2.709, 0.503, 1.986], [-0.463, 0.368, -1.220], [3.205, -0.160, -0.134], [1.383, -1.382, -1.494], [2.042, -2.037, -0.001], [0.706, 1.472, 0.087], [2.259, 2.338, 0.211], [-2.695, 1.837, 0.998], [-0.247, -1.104, 1.187], [1.772, 1.644, -1.360]],
  "homo_lumo_gap_ha": 0.3979,
  "homo_energy_ev": -10.1,
  "total_charge": 0,
  "de_lowest_ev": 1.851,
  "fmax_ev_per_a": 3.79,
  "smiles": "CCCCNS(N)(=O)=O"
}

---

{
  "formula": "C12H11AgN3Se",
  "method": "the ωB97M-V functional and the def2-TZVPD basis",
  "elements": ["Ag", "Se", "N", "N", "N", "C", "C", "C", "C", "C", "C", "C", "C", "C", "C", "C", "C", "H", "H", "H", "H", "H", "H", "H", "H", "H", "H", "H"],
  "xyz": [[-0.119, 0.305, -0.120], [-2.941, -0.843, 1.785], [-4.131, -1.884, 1.082], [1.742, 1.393, -0.729], [-1.976, -0.758, 0.287], [2.483, 0.976, 1.589], [4.052, 2.446, 2.662], [-4.550, -2.958, -1.062], [-4.092, -3.128, -2.329], [-2.893, -2.502, -2.781], [2.525, 1.764, 0.450], [-3.803, -2.135, -0.176], [3.326, 2.897, 0.416], [3.252, 1.313, 2.693], [-2.586, -1.503, -0.636], [4.083, 3.240, 1.526], [-2.148, -1.707, -1.966], [-4.644, -3.751, -3.019], [1.861, 0.086, 1.610], [4.698, 4.128, 1.495], [-1.238, -1.230, -2.311], [4.654, 2.708, 3.521], [-2.569, -2.665, -3.800], [-5.456, -3.422, -0.700], [1.585, 2.229, -1.281], [3.223, 0.698, 3.582], [2.310, 0.788, -1.315], [3.350, 3.515, -0.474]],
  "homo_lumo_gap_ha": 0.2975,
  "homo_energy_ev": -12.3,
  "total_charge": 1,
  "fmax_ev_per_a": 0.58
}